# 1
Here is a single C4H7NOSi molecule from the OMol25 dataset. Energies are from ωB97M-V/def2-TZVPD.

Values from the calculation:
- LUMO energy: 0.704 eV
- HOMO-LUMO gap: 8.452 eV
- Calculated total energy: -576.02646 Eh
- SMILES: O=C=C/C=C\N[SiH3]
- Energy relative to the best compared isomer or geometry (same formula, charge and spin): 70.8 kcal per mole

XYZ file:
```
14
C4H7NOSi, DFT ωB97M-V/def2-TZVPD
O 4.028 0.508 0.307
C 3.014 0.204 -0.235
C 1.837 -0.174 -0.509
C 1.107 -0.799 0.539
C -0.205 -0.698 0.588
N -0.841 0.097 -0.308
Si -2.453 0.650 -0.104
H 1.391 -0.183 -1.496
H 1.665 -1.345 1.263
H -0.797 -1.403 1.117
H -0.092 0.633 -0.841
H -3.332 -0.177 -0.944
H -2.937 0.752 1.260
H -2.384 1.934 -0.638
```

# 2
Here is an isolated ion of composition C9H8NO2 and charge +1 from the OMol25 dataset. Energies are from ωB97M-V/def2-TZVPD.

Values from the calculation:
- Total charge: +1
- LUMO energy: -5.483 eV
- HOMO-LUMO gap: 7.976 eV
- Calculated total energy: -552.56466 Eh
- SMILES: O=[N+]=C[C@@H]1C[C@@]12C=CC=CC2=O
- Energy relative to the best compared isomer or geometry (same formula, charge and spin): 61.7 kcal per mole

XYZ file:
```
20
C9H8NO2, DFT ωB97M-V/def2-TZVPD
O -3.225 1.666 1.087
N -2.113 1.336 1.143
C -1.133 1.097 1.894
C 0.234 0.757 1.489
C 0.934 1.503 0.426
C 0.459 0.073 0.105
C 1.443 -0.983 -0.020
C 1.329 -1.912 -0.999
C 0.254 -1.856 -1.922
C -0.735 -0.919 -1.820
C -0.712 0.039 -0.775
O -1.644 0.870 -0.611
H -1.313 1.184 2.963
H 0.832 0.357 2.296
H 2.002 1.645 0.497
H 0.412 2.293 -0.097
H 2.270 -0.991 0.674
H 2.058 -2.700 -1.097
H 0.209 -2.581 -2.720
H -1.561 -0.877 -2.513
```

# 3
Here is a 2-piece molecular cluster, CH5N3O overall from the OMol25 dataset. Energies are from ωB97M-V/def2-TZVPD.

Values from the calculation:
- LUMO energy: 0.205 eV
- HOMO-LUMO gap: 9.473 eV
- Calculated total energy: -280.51793 Eh
- Energy relative to the best compared isomer or geometry (same formula, charge and spin): 54.3 kcal per mole

XYZ file:
```
10
CH5N3O, DFT ωB97M-V/def2-TZVPD
C 0.544 -0.432 -0.180
H -2.428 -0.463 0.353
H -1.640 -0.005 1.827
H -0.309 1.596 0.466
H 1.407 1.041 -1.477
H 2.436 -0.262 -1.034
N -1.600 -0.304 0.839
N -0.588 0.233 0.109
N 1.416 0.099 -1.188
O 0.763 -1.502 0.284
```

# 4
Here is an isolated ion of composition C7H12NO and charge +1 from the OMol25 dataset. Energies are from ωB97M-V/def2-TZVPD.

Values from the calculation:
- Total charge: +1
- LUMO energy (alpha / beta): -3.781 / -4.370 eV
- HOMO-LUMO gap (alpha / beta): 7.738 / 6.782 eV
- Calculated total energy: -403.42420 Eh
- Energy relative to the best compared isomer or geometry (same formula, charge and spin): 154.3 kcal per mole

XYZ file:
```
21
C7H12NO, DFT ωB97M-V/def2-TZVPD
C 0.673 2.685 -0.782
C 0.636 1.760 -0.025
C -0.136 -0.773 -0.851
C -1.658 -1.005 -0.605
C -2.133 0.606 1.001
C 0.486 0.804 0.950
C 2.172 -0.827 0.103
N 0.692 -0.601 0.341
O -2.191 0.286 -0.214
H 0.930 3.285 -1.629
H 0.116 -1.745 -1.423
H 0.105 0.139 -1.442
H -2.194 -1.400 -1.522
H -1.961 -1.693 0.281
H -2.151 -0.338 1.628
H -2.361 1.587 1.239
H 0.566 0.981 2.071
H 2.519 -0.119 -0.629
H 2.980 -0.508 0.924
H 2.417 -1.802 -0.379
H 0.491 -1.324 0.962
```

# 5
Here is C22H27IN3O3PPd as an isolated structure from the OMol25 dataset. Energies are from ωB97M-V/def2-TZVPD.

Values from the calculation:
- LUMO energy: 0.391 eV
- HOMO-LUMO gap: 6.736 eV
- Calculated total energy: -2011.42398 Eh
- Energy relative to the best compared isomer or geometry (same formula, charge and spin): 39.3 kcal per mole

XYZ file:
```
58
C22H27IN3O3PPd, DFT ωB97M-V/def2-TZVPD
Pd -0.415 2.020 0.060
N -2.056 3.237 0.280
C -1.943 4.588 -0.276
C -0.671 5.301 0.176
N 0.517 4.567 -0.246
H -2.660 2.605 -0.257
H -2.348 3.283 1.249
H -2.803 5.204 0.005
H -1.944 4.497 -1.364
H -0.656 5.398 1.264
H -0.720 6.317 -0.237
H 1.372 4.923 0.158
H 0.606 4.584 -1.254
O -1.500 1.034 -1.116
O 0.954 0.497 -0.350
P 0.228 -0.828 -0.626
C -1.212 -1.422 0.301
C -1.808 -0.725 1.347
C -2.867 -1.289 2.041
C -3.357 -2.539 1.687
C -2.773 -3.236 0.641
C -1.698 -2.684 -0.040
C 1.505 -2.056 -0.185
C 1.312 -3.077 0.745
C 2.366 -3.892 1.130
C 3.633 -3.701 0.599
C 3.846 -2.675 -0.315
C 2.796 -1.858 -0.696
C -0.145 -0.974 -2.384
C -1.436 -1.214 -2.845
C -1.695 -1.253 -4.205
C -0.673 -1.039 -5.119
C 0.609 -0.766 -4.668
C 0.870 -0.725 -3.307
H -1.461 0.272 1.583
H -3.326 -0.739 2.852
H -4.194 -2.968 2.223
H -3.149 -4.211 0.356
H -1.241 -3.242 -0.850
H 0.341 -3.231 1.195
H 2.195 -4.675 1.858
H 4.453 -4.339 0.901
H 4.834 -2.507 -0.723
H 2.991 -1.037 -1.371
H -2.248 -1.331 -2.143
H -2.705 -1.431 -4.551
H -0.879 -1.067 -6.182
H 1.406 -0.572 -5.374
H 1.864 -0.468 -2.971
N 2.107 0.724 2.150
C 1.312 1.335 3.024
O 0.304 1.971 2.706
C 1.615 1.260 4.508
I 3.333 0.157 5.126
H 1.817 0.743 1.168
H 2.896 0.172 2.438
H 0.761 0.809 5.003
H 1.741 2.271 4.883
```